[1]
Molecular formula: C6H8N
Method: DFT, the ωB97M-V functional and the def2-TZVPD basis

Results
Highest occupied orbital energy, eV: -14.69
SMILES string: CC#CC=[N+]=CC
Total charge: +1
Energy above the lowest of the compared OMol25 structures with the same formula, charge and spin, kcal per mole: 115.4
LUMO level, eV: -5.31
Frontier orbital gap, eV: 9.38

```
15
C6H8N, DFT the ωB97M-V functional and the def2-TZVPD basis
N 1.58078 0.75941 -0.52911
C 0.86269 1.82267 -0.65916
C -2.45607 -0.02152 0.06401
C -0.47896 1.59016 -0.39239
C -1.32813 0.73303 -0.24255
C 1.56265 -1.25216 0.69476
C 1.35859 -0.46593 -0.46793
H -2.09221 -0.81003 0.69072
H 1.33499 -1.07130 -1.40235
H -3.13764 0.57703 0.64698
H 1.22349 2.78027 -0.68772
H 1.68085 -0.59625 1.61268
H 2.23888 -2.07073 0.64108
H 0.50765 -1.57355 0.87606
H -2.85757 -0.40109 -0.84508
```

---

[2]
Molecular formula: C13H22ClN2O2
Method: DFT, the ωB97M-V functional and the def2-TZVPD basis

Results
Highest occupied orbital energy, eV: -11.53
SMILES string: CCOc1ccc(Cl)cc1C[NH2+]CCNCCO
Total charge: +1
Energy above the lowest of the compared OMol25 structures with the same formula, charge and spin, kcal per mole: 3.5
LUMO level, eV: -2.59
Frontier orbital gap, eV: 8.94

```
40
C13H22ClN2O2, DFT the ωB97M-V functional and the def2-TZVPD basis
Cl -4.63280 -0.30934 -0.35825
O 0.79512 1.78449 0.44180
O 2.16195 -0.47331 -0.61684
N 0.73066 -1.44232 1.60204
N 0.63909 -2.67620 -0.79320
C 1.87795 -0.94950 -1.92439
C -3.03998 0.32608 -0.15609
C -0.02904 -0.24414 2.07150
C -1.29948 1.84241 -0.81337
C -0.93444 0.31418 1.01195
C -2.22368 -0.16992 0.84832
C -0.50586 -2.91712 0.05483
C 1.27836 2.97220 -0.17424
C 0.53863 -1.68652 -1.84878
C 0.64655 4.23257 0.40217
C -0.03952 -2.70796 1.50842
C -2.56909 1.32682 -0.99285
C -0.46314 1.35215 0.18857
H -0.97053 2.63273 -1.46751
H -0.88357 -2.68753 2.19666
H -3.19997 1.71441 -1.77615
H 0.69887 0.52413 2.33693
H -1.30412 -2.21219 -0.18300
H -2.60704 -0.92851 1.51251
H 1.08918 5.10579 -0.06730
H 2.66724 -1.63691 -2.24990
H -0.91110 -3.92845 -0.03965
H -0.24155 -0.96822 -1.58528
H 1.07491 -3.52639 -1.12162
H 2.34986 2.96212 0.04197
H 0.61829 -3.53257 1.78547
H 1.81007 -0.12130 -2.63662
H 0.82594 4.28343 1.47302
H -0.42690 4.24919 0.23210
H 1.13704 -1.26392 0.63773
H 0.30109 -2.10866 -2.83236
H 1.52465 -1.57278 2.23057
H 1.14443 2.92348 -1.26039
H -0.60062 -0.52676 2.95752
H 2.97255 0.04432 -0.63629
```

---

[3]
Molecular formula: C2H4I2S
Method: DFT, the ωB97M-V functional and the def2-TZVPD basis

Results
Highest occupied orbital energy (alpha / beta), eV: -8.45 / -7.53
Energy above the lowest of the compared OMol25 structures with the same formula, charge and spin, kcal per mole: 89.5
LUMO level (alpha / beta), eV: -0.24 / -1.43
Frontier orbital gap (alpha / beta), eV: 8.21 / 6.10

```
9
C2H4I2S, DFT the ωB97M-V functional and the def2-TZVPD basis
I 2.65352 -0.24429 1.45085
I 0.26444 -2.58882 2.75807
S 0.22360 1.70011 0.75907
C 1.06065 -1.61907 1.03449
C -0.79279 0.47613 0.11693
H -0.40248 0.04462 -0.73122
H 1.44700 -2.52303 0.38538
H -1.26732 0.16592 0.96366
H 1.03108 1.85226 -0.29946
```

---

[4]
Molecular formula: C35H71B2FN9O10
Method: DFT, the ωB97M-V functional and the def2-TZVPD basis

Results
Highest occupied orbital energy, eV: -10.27
Total charge: +1
LUMO level, eV: -1.75
Frontier orbital gap, eV: 8.52

```
128
C35H71B2FN9O10, DFT the ωB97M-V functional and the def2-TZVPD basis
F -1.27899 1.32981 -3.59934
O -0.25427 -3.87366 3.33182
O 3.11321 0.78057 -3.79711
O 0.25593 -3.86432 -5.86434
O 1.20362 2.98937 -4.40922
O 1.79938 2.10861 3.17196
O 0.56616 -1.45308 6.34607
O 0.24847 3.78725 2.68081
O 3.92555 5.64106 0.20083
O -0.56959 2.70251 0.10087
O -8.27261 -7.55843 2.13250
N 1.72055 -4.48004 4.27143
N 1.04724 1.06062 -2.45599
N 0.10069 3.33649 -2.38648
N 0.83914 0.84112 0.25228
N -1.44130 -0.41575 6.52469
N -4.20247 -2.41518 -0.27182
N 3.23823 -0.19790 -1.58610
N 4.75586 7.40681 -0.95847
N -7.03690 -5.67996 1.82529
C 0.24404 4.72160 -1.87353
C 0.71824 2.21636 -0.18310
C -1.01427 -1.96261 -5.00063
C 0.01864 0.03341 -2.00956
C -1.26871 -0.43902 0.29336
C 0.23580 3.39566 -3.80197
C 3.75929 -1.43843 -2.24539
C -2.25407 0.75618 6.26568
C 4.40678 0.50610 -1.00812
C 1.00050 2.38588 -1.74387
C -3.32143 -1.85153 0.75871
C 1.97489 -5.47672 3.24779
C -0.15608 -0.48917 6.14863
C 2.68574 -4.28879 5.33855
C -1.35780 0.64595 -2.37802
C -2.03236 -1.55313 7.21457
C 0.10454 -0.22353 -0.46140
C -6.34648 -5.85776 3.09067
C -2.55941 -0.27882 -2.47012
C -0.95585 3.93870 -4.54945
C 0.21767 -1.25302 -2.80452
C 3.40466 3.54037 -1.91567
C -0.51188 -2.72923 -6.22061
C -7.96632 -6.58958 1.46842
C 3.43102 7.82138 -1.38986
C 1.72100 2.98130 0.71260
C 0.84181 -1.46120 -0.13466
C 1.49915 -2.45061 0.00929
C -6.70772 -4.53987 0.99227
C -1.78507 -1.88612 0.44987
C 2.39285 2.91096 -1.85505
C 4.86640 6.31974 -0.17938
C 0.58979 -3.75430 4.21161
C 0.12192 -1.14924 -4.35068
C 5.91238 8.17911 -1.37785
B 1.23530 2.95217 2.24059
B 2.53342 0.55222 -2.59939
H -2.61611 1.17819 7.20457
H -5.63389 -5.04860 3.23176
H 2.92351 -5.96892 3.44574
H 4.73026 -1.21812 -2.69140
H 2.95743 7.02246 -1.96297
H -1.12549 3.26540 -5.38141
H 0.34319 3.91889 3.63500
H 1.80449 4.03278 0.45710
H 1.03161 -1.58609 -4.76201
H -8.43509 -6.36943 0.49330
H 4.12072 0.97985 -0.07095
H 3.13242 -1.77353 -3.06576
H 0.81562 1.17426 -3.44873
H -7.06326 -5.85983 3.91241
H -0.99612 2.14043 0.75811
H 1.17613 -6.21865 3.23693
H -3.65285 -0.84545 1.00629
H -1.66529 1.50960 5.74639
H -5.65307 -4.56385 0.71772
H 0.49563 -3.03341 5.03694
H -1.34973 -2.35289 1.32394
H -3.40783 0.22987 -2.01626
H 6.82045 7.74034 -0.97098
H -5.81957 -6.81229 3.10033
H -0.49371 -2.00009 -2.46923
H -0.68713 4.90223 -4.98003
H -1.98030 -2.44095 6.58407
H -3.11191 0.48882 5.64549
H -0.65034 5.25671 -2.19021
H -1.37152 -3.03808 -6.82070
H -3.73435 -3.08989 -0.85945
H 1.79904 0.57968 0.42512
H 0.09106 -2.06460 -6.83647
H -2.46327 -1.23085 -1.96898
H -1.82665 4.04776 -3.91633
H 2.69177 2.49405 0.72081
H 3.51196 8.71109 -2.00791
H 1.08795 5.24078 -2.32286
H -1.48610 -1.75658 8.13541
H 0.24431 4.75475 -0.79373
H -1.02625 -0.15275 1.31562
H -1.58180 1.40152 -1.62855
H 3.92051 -2.20923 -1.49743
H -3.07071 -1.33556 7.44911
H -3.47403 -2.45256 1.65500
H -1.82493 -1.31999 -5.33840
H 0.20158 0.41704 5.63218
H 5.98262 8.18924 -2.46662
H 2.62854 1.42261 -4.34547
H 2.80481 8.03539 -0.52361
H 4.36012 4.00048 -1.94462
H 3.65211 -3.99383 4.92383
H 1.97345 -3.29768 0.44245
H 2.81240 -5.21523 5.90197
H 1.17059 -1.72123 -2.57991
H 0.09272 -0.13185 -4.73912
H 2.26859 1.39734 2.71927
H 2.00891 -5.00626 2.26355
H -2.06470 0.23681 -0.00699
H 5.18215 -0.20598 -0.74436
H -2.83802 -0.43410 -3.50665
H 5.90811 6.08717 0.09659
H -1.68380 -2.46811 -0.46171
H 2.33835 -3.50866 6.01256
H 4.83644 1.23583 -1.69161
H 5.82716 9.20585 -1.01983
H -6.90531 -3.61352 1.53610
H -7.30925 -4.55125 0.08570
H -1.41671 -2.68579 -4.28913
H -0.16173 -4.27465 -5.09842
H -4.60219 -1.67727 -0.83208
```

---

[5]
Molecular formula: C45H37O6P2SW
Method: DFT, the ωB97M-V functional and the def2-TZVPD basis

Results
Highest occupied orbital energy (alpha / beta), eV: -9.39 / -9.22
Total charge: +1
Energy above the lowest of the compared OMol25 structures with the same formula, charge and spin, kcal per mole: 74.7
LUMO level (alpha / beta), eV: -3.58 / -3.14
Multiplicity: 3
Frontier orbital gap (alpha / beta), eV: 5.81 / 6.08

```
92
C45H37O6P2SW, DFT the ωB97M-V functional and the def2-TZVPD basis
W 0.58231 -1.37499 -1.25034
S -8.31175 5.85445 -0.38159
P 0.58859 1.03400 -1.52461
P 0.48845 -1.94030 1.02701
O 0.80259 1.06255 1.58624
O -9.31342 -2.01068 2.88352
O -7.46904 6.85284 0.20212
O -9.48292 -0.62217 4.78912
O -8.08809 4.43837 -0.50328
O -9.61694 6.27245 -0.69865
C 2.56970 0.95872 3.23536
C 2.07713 -4.26884 0.72489
C -0.94031 -2.79167 -2.23822
C -1.60622 -1.79075 -3.04349
C 2.16218 4.65090 -0.07552
C -2.10368 -0.96173 0.19183
C 3.39803 -0.35813 -4.11155
C -3.95684 -0.66634 1.65629
C 1.39277 2.18410 0.97740
C 2.48720 -1.80848 3.16134
C 3.81064 -1.62424 -3.59840
C -2.40537 2.61892 -4.57991
C -0.20477 -4.58946 1.34906
C -1.28281 -1.37953 1.26958
C 0.84241 -3.73832 1.06468
C 2.69210 0.55685 -3.38494
C 3.72287 3.19488 3.75983
C 0.37585 -2.07128 -4.03088
C 1.49417 3.72557 -0.90770
C 2.46848 2.51783 3.16173
C 3.47078 -1.93752 -2.27351
C -1.19735 1.97993 -5.02253
C -1.81854 -1.34079 2.58096
C -9.39858 -1.33472 3.87967
C -2.50731 3.01820 -3.24532
C 1.32811 -6.52414 1.13972
C 2.62852 4.23676 1.18627
C 1.63021 -1.12766 2.28539
C 2.34478 -5.62820 0.74350
C -1.47103 2.71716 -2.42393
C -0.16674 1.62443 -4.13821
C -0.87652 -1.45312 -4.18078
C 1.65278 0.28382 2.42658
C 2.72945 -0.99528 -1.48299
C 0.11328 -5.95386 1.57344
C 3.23958 -1.17292 4.08487
C 2.05463 0.15318 -2.19222
C 3.34743 0.18823 4.11896
C 2.24359 2.97964 1.71463
C 0.37602 -2.88046 -2.81884
C -0.37300 1.90511 -2.80141
C 1.20401 2.85493 4.02544
C -3.43224 -0.65831 0.33991
C -3.20654 -1.15875 2.73330
C 1.08146 2.46236 -0.38841
H 2.38663 5.65693 -0.48214
H 1.02731 -3.76232 -2.74328
H 0.64782 1.03599 -4.40733
H 3.53301 4.28319 3.60544
H -0.97809 1.80992 -6.03151
H -1.51967 3.01134 -1.36978
H 1.43697 -7.61780 1.13492
H 3.25499 4.91872 1.73381
H 3.11858 -0.75144 -0.48351
H 2.47639 1.57885 -3.77605
H -3.71097 -1.21696 3.67973
H 1.12604 -1.98339 -4.83359
H -4.89414 -0.19009 1.91114
H -3.17491 2.75201 -5.32812
H -3.97848 -0.30872 -0.56715
H 4.04367 0.62930 4.79675
H 1.22940 2.61528 5.12264
H 3.49025 -0.24448 -5.24007
H 1.17577 4.07902 -1.88793
H 2.89007 -3.58206 0.54790
H -1.23080 -1.41904 3.46998
H -1.35335 -3.51473 -1.55411
H 4.74022 2.95065 3.37157
H -1.23707 -0.94953 -5.09090
H 0.99687 3.91372 3.89072
H -2.66803 -1.52049 -2.83203
H 3.33139 -5.93901 0.43296
H 3.83126 -2.86136 -1.76220
H -1.62435 -0.85701 -0.85014
H 3.79530 3.00605 4.86543
H -1.22819 -4.23252 1.61557
H 2.53917 -2.89432 3.11166
H -3.38881 3.56212 -2.84175
H -0.70487 -6.56487 1.90143
H 3.70302 -1.73545 4.87819
H 4.49546 -2.23705 -4.20517
H 0.25201 2.41599 3.64147
```

---

[6]
Molecular formula: C6H24N6O6
Method: DFT, the ωB97M-V functional and the def2-TZVPD basis

Results
Highest occupied orbital energy, eV: -9.38
SMILES string: NC(N)=O.NC(N)=O.NC(N)=O.CO.CO.CO
Energy above the lowest of the compared OMol25 structures with the same formula, charge and spin, kcal per mole: 110.1
LUMO level, eV: 0.48
Frontier orbital gap, eV: 9.86

```
42
C6H24N6O6, DFT the ωB97M-V functional and the def2-TZVPD basis
O 3.27582 0.76268 2.01390
O 2.88993 -1.46830 -3.83894
O -1.01364 -0.70631 3.59980
O -0.20957 0.07073 -1.03368
O 1.34586 2.73629 1.23711
O -1.81437 -1.47689 -2.75553
N -0.37605 -1.43847 0.48567
N -2.43140 -2.34087 2.87732
N -0.04463 0.47150 1.15710
N 1.23883 4.55485 0.07281
N 0.92883 2.82475 -0.92507
N -3.24840 -0.46305 3.44965
C -0.31541 -0.25548 0.15332
C 1.59796 -1.33374 -3.40466
C 3.19446 -0.59398 1.54753
C -3.11216 -1.00345 -2.90300
C 1.22218 3.35269 0.18896
C -2.13095 -1.08022 3.32337
H 3.03138 -0.79642 -4.50989
H 0.64576 1.85982 -1.01922
H -3.93978 -1.68207 -3.10945
H 3.46819 -0.46537 0.50032
H -3.16732 0.51693 3.68024
H -3.32859 -2.52370 2.45103
H 2.57278 1.24064 1.56793
H -0.03116 -1.59550 1.42188
H 0.77356 -1.60499 -4.06411
H 1.34756 -0.38435 -2.93131
H 1.28515 5.19349 0.85389
H -0.55210 -2.18151 -0.17538
H -3.34874 -0.37065 -2.04760
H 1.24187 3.30479 -1.75673
H 3.93400 -1.16116 2.11277
H 0.37153 1.37947 1.00704
H 1.51226 -2.15335 -2.69120
H -1.29466 -0.77563 -2.35585
H -1.63688 -2.92653 2.66323
H 1.10464 4.91091 -0.86276
H -3.83373 -1.09239 3.98014
H -3.18871 -0.35262 -3.77401
H 2.27025 -1.15061 1.70271
H -0.23454 0.19810 2.11067
```